Record 1
{"formula": "C34H36NO2", "method": "ωB97M-V with the def2-TZVPD basis set", "symbols": ["C", "C", "C", "C", "C", "C", "C", "C", "C", "N", "C", "O", "O", "H", "H", "H", "H", "H", "H", "H", "H", "H", "H", "H", "H", "C", "C", "C", "C", "C", "C", "H", "H", "H", "H", "H", "H", "C", "C", "C", "C", "C", "C", "H", "H", "H", "H", "H", "H", "C", "C", "C", "C", "C", "C", "H", "H", "H", "H", "H", "H", "C", "C", "C", "C", "C", "C", "H", "H", "H", "H", "H", "H"], "xyz": [[-0.39633, 2.83958, 0.01025], [0.21364, 1.60524, -0.59346], [-0.45513, 0.95053, -1.62372], [0.05450, -0.17757, -2.25504], [1.28995, -0.66204, -1.85379], [1.97206, -0.01496, -0.83117], [1.46258, 1.10255, -0.17827], [2.29099, 1.71123, 0.92513], [1.58133, 1.97487, 2.25037], [2.49428, 1.55932, 3.35097], [1.17629, 3.46008, 2.48191], [1.92800, 4.32008, 1.98705], [0.14710, 3.60701, 3.20033], [0.28790, 3.68763, -0.03166], [-1.32269, 3.08787, -0.50707], [-0.64103, 2.69625, 1.06497], [-1.41705, 1.33379, -1.94756], [-0.49179, -0.65703, -3.05929], [1.73581, -1.53125, -2.32324], [2.93536, -0.38996, -0.50499], [3.09571, 0.99846, 1.12822], [2.75744, 2.63520, 0.57535], [0.68694, 1.35047, 2.32447], [2.22243, 2.08035, 4.18081], [3.41074, 1.93133, 3.11363], [-4.03893, 0.41759, 5.86521], [-3.04196, -0.09639, 5.04642], [-2.15832, 0.76197, 4.40453], [-2.25980, 2.13722, 4.57470], [-3.25895, 2.64471, 5.39692], [-4.14643, 1.79090, 6.04008], [-4.72896, -0.25029, 6.36699], [-2.95254, -1.16776, 4.91131], [-1.37816, 0.36251, 3.76799], [-1.55723, 2.79233, 4.06569], [-3.34227, 3.71552, 5.53595], [-4.92347, 2.19488, 6.67842], [0.80911, -1.27762, -6.39200], [1.85036, -0.95570, -5.53266], [2.99122, -1.74567, -5.50194], [3.09335, -2.85225, -6.33377], [2.05264, -3.17206, -7.19515], [0.90944, -2.38528, -7.22289], [-0.08261, -0.66395, -6.41224], [1.77063, -0.09651, -4.87927], [3.79920, -1.49843, -4.82533], [3.98392, -3.46739, -6.30875], [2.13176, -4.03573, -7.84329], [0.09523, -2.63660, -7.89085], [3.15768, -1.89372, 2.41793], [4.19427, -1.50920, 3.25549], [5.33120, -2.30005, 3.35782], [5.43312, -3.47216, 2.61961], [4.39654, -3.85397, 1.77865], [3.25829, -3.06447, 1.67850], [2.27730, -1.26823, 2.33743], [4.10683, -0.58916, 3.81881], [6.14058, -2.00097, 4.01226], [6.32183, -4.08652, 2.69732], [4.47694, -4.76549, 1.19917], [2.44939, -3.35790, 1.02103], [-5.30909, 0.16157, -0.89524], [-6.51776, 0.34282, -1.55339], [-6.55783, 0.35947, -2.94098], [-5.38867, 0.19349, -3.67063], [-4.18034, 0.01117, -3.01203], [-4.14005, -0.00415, -1.62490], [-5.27545, 0.15438, 0.18650], [-7.42914, 0.47409, -0.98397], [-7.50016, 0.50557, -3.45394], [-5.41911, 0.20775, -4.75288], [-3.26681, -0.11761, -3.57921], [-3.19578, -0.14173, -1.11360]], "atomic_forces_ev_per_a": [[-0.09, -0.18, 0.09], [0.19, 0.01, -0.06], [-0.16, -0.11, -0.12], [0.22, 0.04, 0.09], [0.06, 0.02, 0.00], [-0.04, -0.12, 0.02], [-0.25, 0.02, -0.06], [0.05, -0.21, -0.11], [0.08, -0.05, 0.14], [0.08, 0.15, -0.11], [-0.30, -0.11, 0.17], [-0.11, 0.10, 0.10], [0.48, 0.12, -0.24], [0.00, 0.02, 0.01], [0.01, 0.08, -0.06], [0.00, 0.05, -0.07], [0.01, 0.09, 0.03], [-0.03, -0.01, 0.03], [-0.07, -0.01, -0.05], [0.02, -0.08, -0.04], [0.08, 0.03, -0.04], [-0.07, 0.16, 0.14], [-0.04, 0.02, 0.03], [-0.12, -0.12, 0.05], [0.01, 0.06, 0.04], [0.00, 0.00, 0.00], [0.01, 0.00, -0.01], [-0.01, -0.03, 0.01], [-0.03, 0.05, -0.05], [-0.01, -0.02, 0.00], [0.00, 0.01, 0.00], [0.00, 0.00, 0.00], [0.00, 0.00, -0.01], [0.01, 0.01, 0.00], [0.03, -0.04, 0.06], [0.00, 0.01, 0.00], [0.00, 0.00, 0.00], [0.00, 0.00, -0.01], [0.00, 0.03, 0.03], [0.01, -0.01, -0.01], [0.00, 0.00, 0.00], [0.00, 0.00, 0.00], [0.00, 0.00, 0.00], [0.00, 0.00, 0.00], [-0.02, -0.01, 0.02], [0.00, 0.01, 0.00], [0.00, 0.00, 0.00], [0.00, -0.01, 0.00], [0.00, 0.00, 0.00], [-0.09, 0.04, -0.07], [0.09, 0.01, 0.07], [-0.02, -0.03, -0.03], [0.01, 0.00, 0.00], [0.00, 0.00, 0.00], [0.02, 0.00, 0.01], [0.02, 0.04, 0.03], [-0.07, 0.00, -0.04], [0.01, 0.00, 0.00], [0.00, -0.01, 0.00], [0.00, -0.01, 0.00], [0.00, 0.01, -0.01], [-0.01, 0.00, 0.00], [0.00, 0.00, 0.00], [0.00, 0.00, 0.00], [0.00, 0.00, 0.00], [0.00, 0.00, -0.01], [0.04, -0.02, 0.03], [0.01, 0.00, 0.00], [0.00, 0.01, 0.00], [0.00, 0.00, 0.00], [0.00, 0.00, 0.00], [0.01, 0.01, 0.00], [0.00, 0.00, 0.01]], "homo_ev": -4.77, "e_tot_ha": -1522.50368, "total_charge": -1, "de_lowest_kj_mol": 0.00}

---

Record 2
{"formula": "C34H36NS2Si", "method": "ωB97M-V with the def2-TZVPD basis set", "symbols": ["C", "C", "C", "C", "Si", "C", "C", "C", "C", "C", "C", "C", "C", "C", "C", "C", "C", "C", "C", "C", "C", "N", "C", "C", "C", "C", "C", "C", "C", "C", "C", "C", "H", "H", "H", "H", "H", "H", "H", "H", "H", "H", "H", "H", "H", "H", "H", "H", "H", "H", "H", "H", "H", "H", "H", "H", "H", "H", "H", "H", "H", "C", "C", "S", "C", "S", "C", "H", "H", "H", "H", "H", "H", "H"], "xyz": [[0.46525, 0.27076, -2.68291], [-0.87748, -0.03089, -2.38303], [-1.42986, 0.46051, -1.20369], [-0.67816, 1.30604, -0.37733], [-1.51075, 1.76267, 1.20451], [-0.84217, 3.45348, 1.64674], [-1.68080, 4.57301, 1.48458], [-1.19301, 5.87797, 1.66319], [0.15040, 6.07932, 2.01687], [0.99096, 4.97672, 2.19385], [0.50064, 3.67295, 2.00983], [-3.36506, 1.84689, 1.00098], [-3.91636, 2.29481, -0.21180], [-5.29817, 2.23228, -0.43910], [-6.14703, 1.72235, 0.54619], [-5.61455, 1.31932, 1.77745], [-4.23300, 1.40026, 2.01275], [-1.13254, 0.14329, 2.20012], [-1.02415, 0.77179, 3.60239], [0.43854, 0.63889, 3.99840], [1.09632, -0.30502, 2.97343], [0.10031, -0.63958, 1.98146], [0.46287, -1.42772, 0.90865], [1.76846, -1.97816, 0.85827], [3.03772, -1.82783, 0.04738], [4.29678, -1.46163, 0.65326], [5.51402, -1.67958, -0.00564], [5.59296, -2.27964, -1.28432], [4.39589, -2.40630, -1.99282], [3.19346, -2.09896, -1.32879], [0.64112, 1.64681, -0.69599], [1.23537, 1.04033, -1.80879], [0.93567, -0.07909, -3.60419], [-1.49306, -0.64366, -3.04351], [-2.43689, 0.16828, -0.90020], [-2.73209, 4.42135, 1.20980], [-1.86272, 6.73117, 1.52310], [0.53389, 7.09549, 2.14810], [2.03964, 5.12174, 2.47226], [1.17983, 2.82876, 2.14665], [-3.26303, 2.66805, -1.00541], [-5.70548, 2.56819, -1.39506], [-7.22070, 1.63496, 0.35867], [-6.27450, 0.92691, 2.55469], [-3.82332, 1.09023, 2.98026], [-2.04825, -0.46541, 2.08177], [-1.32176, 1.83992, 3.61332], [-1.70749, 0.27647, 4.29974], [0.90817, 1.62310, 3.98084], [0.49619, 0.24094, 5.01495], [1.93951, 0.21533, 2.48692], [1.45039, -1.18012, 3.55208], [-0.38712, -1.71774, 0.24181], [2.04125, -2.30520, 1.90917], [4.30361, -0.97589, 1.65637], [6.44878, -1.38582, 0.48331], [6.57771, -2.56517, -1.68012], [4.38425, -2.69677, -3.04028], [2.28183, -2.15085, -1.95970], [1.21718, 2.34098, -0.07130], [2.30591, 1.17150, -2.00675], [0.57531, -4.44564, -4.72469], [-0.50292, -3.72144, -3.93796], [0.45816, -2.82594, -2.67548], [0.82599, -3.99164, -1.54628], [1.86440, -5.19718, -2.16762], [1.18537, -5.56516, -3.89377], [0.06502, -4.90043, -5.59247], [1.35521, -3.72117, -5.03827], [-1.04899, -2.98512, -4.54524], [-1.17493, -4.33250, -3.33262], [0.13676, -4.17505, -0.69167], [0.47531, -6.39417, -3.79310], [2.07994, -5.89734, -4.43422]], "atomic_forces_ev_per_a": [[-0.23, 0.10, 0.10], [0.26, 0.45, 0.01], [0.63, -0.32, -0.47], [-0.36, 0.35, -0.41], [0.45, 0.07, -1.21], [0.26, 0.18, 0.58], [0.12, 0.21, 0.08], [0.23, -0.37, 0.01], [-0.35, -0.20, -0.11], [-0.05, -0.33, -0.04], [-0.15, 0.65, 0.04], [-0.31, -0.09, 0.17], [-0.40, -0.12, 0.02], [0.25, 0.01, 0.12], [0.27, -0.04, 0.20], [0.19, 0.06, 0.01], [-0.33, -0.07, -0.42], [-0.83, 0.46, 0.16], [-0.79, -0.32, 0.53], [-0.04, 0.11, 0.13], [0.77, 0.64, 1.24], [0.24, -1.37, -1.69], [-1.45, 1.35, 1.11], [1.34, -0.65, 0.76], [1.15, 0.19, -0.61], [-0.80, -0.19, 0.38], [-0.02, -0.24, -0.17], [-0.20, 0.54, 0.64], [0.00, 0.72, 1.04], [-0.88, -0.39, -0.86], [0.02, -0.64, -0.18], [0.05, 0.17, -0.12], [-0.22, -0.05, 0.28], [0.27, 0.18, 0.08], [0.19, 0.12, -0.23], [0.45, 0.13, 0.14], [0.27, -0.31, 0.06], [-0.13, -0.41, -0.02], [-0.41, -0.02, -0.11], [-0.13, 0.23, -0.03], [-0.19, -0.12, 0.24], [0.12, -0.10, 0.31], [0.39, 0.07, 0.09], [0.20, 0.17, -0.24], [-0.26, 0.04, -0.30], [0.56, 0.04, 0.03], [0.09, -0.52, 0.02], [0.27, -0.07, 0.07], [0.09, -0.17, 0.11], [0.25, 0.10, -0.20], [-0.09, -0.53, 0.12], [-0.01, 0.19, -0.77], [0.93, 0.97, 0.05], [0.01, 0.68, -1.16], [0.02, -0.66, -0.76], [-0.43, -0.20, -0.04], [-0.62, 0.24, 0.03], [-0.10, -0.03, 0.19], [1.23, 0.05, 0.83], [-0.27, -0.37, -0.28], [-0.49, 0.13, -0.04], [-0.56, -0.23, 0.12], [0.29, 0.28, 0.39], [-1.39, 2.73, -0.84], [-0.85, -2.55, 0.82], [-0.41, -0.44, 0.67], [0.80, 0.46, -0.66], [0.55, 0.01, 0.06], [-0.61, -0.49, -0.04], [0.13, -0.19, 0.39], [-0.20, -0.26, -0.68], [1.07, 0.10, -0.40], [0.27, 0.16, 0.34], [-0.19, -0.27, 0.35]], "homo_ev": -9.59, "e_tot_ha": -2457.38407, "total_charge": 1, "de_lowest_kj_mol": 382.03}

---

Record 3
{"formula": "C34H37As2AuCl2N2O3", "method": "ωB97M-V with the def2-TZVPD basis set", "symbols": ["Au", "C", "C", "As", "C", "C", "C", "C", "C", "C", "C", "C", "C", "C", "C", "C", "As", "C", "C", "C", "C", "C", "C", "C", "C", "C", "C", "C", "C", "H", "H", "H", "H", "H", "H", "H", "H", "H", "H", "H", "H", "H", "H", "H", "H", "H", "H", "H", "H", "H", "H", "H", "H", "Cl", "C", "Cl", "C", "O", "O", "H", "C", "N", "C", "C", "C", "N", "C", "C", "O", "H", "H", "H", "H", "H", "H", "H", "H", "H", "H", "H", "H"], "xyz": [[-0.81500, -0.58352, 0.04833], [0.55544, 3.09460, -1.02280], [1.36362, 1.83166, -1.35252], [1.30705, 0.46242, 0.03741], [2.88032, -0.58715, -0.34503], [3.88183, -0.77149, 0.59799], [4.97198, -1.57695, 0.29953], [5.06221, -2.19647, -0.93667], [4.05627, -2.01575, -1.87808], [2.96364, -1.21769, -1.58214], [1.80194, 1.40003, 1.64536], [1.17877, 1.07469, 2.84220], [1.52750, 1.74242, 4.00830], [2.48725, 2.74248, 3.97556], [3.10669, 3.07538, 2.77846], [2.76767, 2.40224, 1.61448], [-1.37320, 2.88461, -1.45979], [-1.79604, 4.78822, -1.57748], [-1.89389, 5.61948, -0.46633], [-2.15048, 6.97257, -0.62451], [-2.31468, 7.50710, -1.89472], [-2.22445, 6.68514, -3.00682], [-1.96895, 5.32936, -2.84670], [-2.17949, 2.54034, 0.28758], [-1.52626, 2.65416, 1.50845], [-2.17708, 2.33240, 2.69169], [-3.49247, 1.89817, 2.66525], [-4.15509, 1.78567, 1.45120], [-3.50026, 2.10168, 0.27252], [0.89302, 3.91326, -1.66489], [0.69344, 3.43864, 0.00306], [2.41316, 2.03554, -1.59484], [0.92655, 1.32276, -2.21840], [3.82011, -0.29309, 1.56911], [5.75099, -1.71997, 1.03741], [5.91232, -2.82352, -1.16799], [4.11439, -2.50916, -2.83935], [2.16115, -1.12343, -2.30333], [0.40469, 0.31329, 2.85978], [1.04184, 1.48500, 4.94026], [2.75129, 3.26657, 4.88404], [3.85304, 3.85835, 2.75164], [3.25874, 2.66045, 0.68240], [-1.78676, 5.20366, 0.52895], [-2.22855, 7.61080, 0.24630], [-2.52072, 8.56273, -2.01483], [-2.36127, 7.09521, -3.99900], [-1.91355, 4.68674, -3.71841], [-0.50156, 2.99482, 1.56631], [-1.64817, 2.42166, 3.63366], [-3.99797, 1.63889, 3.58735], [-5.17164, 1.41933, 1.41421], [-4.01237, 1.94985, -0.67023], [-2.36485, -1.78719, 2.14998], [-3.68423, -2.19010, 1.02142], [-3.39411, -3.80731, 0.34671], [-3.85894, -1.16348, -0.13180], [-5.01442, -1.00113, -0.48855], [-2.82903, -0.60838, -0.61915], [-4.59260, -2.23698, 1.61238], [-1.25829, -4.15434, -2.88836], [-0.46006, -4.78601, -1.86114], [-0.70029, -6.18733, -1.59922], [0.56109, -6.82580, -1.05689], [0.98381, -6.07917, 0.18981], [1.01286, -4.64960, -0.04868], [1.74648, -3.86051, 0.91159], [0.33232, -4.01208, -1.05422], [0.42677, -2.79128, -1.22514], [-1.04184, -4.59940, -3.86329], [-1.02756, -3.09449, -2.91175], [-2.32316, -4.26897, -2.68015], [-1.00573, -6.65775, -2.53642], [-1.53062, -6.31551, -0.88995], [1.34734, -6.76193, -1.81248], [0.39658, -7.87834, -0.82480], [1.98324, -6.39173, 0.50633], [0.29978, -6.30548, 1.01943], [1.46329, -4.15890, 1.92583], [1.50867, -2.81383, 0.76746], [2.82652, -3.99715, 0.79708]], "atomic_forces_ev_per_a": [[0.19, 0.55, -0.28], [-0.01, -0.04, -0.12], [0.00, 0.00, -0.06], [-0.18, -0.18, 0.17], [-0.09, 0.00, -0.05], [0.03, 0.05, 0.08], [0.06, -0.03, 0.04], [-0.05, 0.01, -0.05], [0.04, -0.01, 0.02], [-0.01, -0.05, -0.05], [0.04, 0.04, -0.08], [-0.04, -0.05, 0.05], [-0.02, -0.02, 0.01], [-0.01, 0.00, 0.02], [0.02, 0.00, -0.03], [0.02, 0.00, 0.02], [-0.07, -0.12, 0.08], [0.10, 0.00, -0.01], [-0.02, -0.02, 0.03], [-0.01, 0.01, 0.04], [0.00, 0.04, -0.01], [-0.01, -0.02, -0.02], [0.00, 0.05, -0.03], [0.07, -0.01, -0.06], [0.00, 0.07, 0.06], [0.03, 0.02, 0.06], [-0.04, -0.02, 0.04], [-0.01, 0.01, 0.06], [-0.02, -0.06, -0.09], [-0.06, -0.08, -0.01], [0.08, -0.04, -0.02], [-0.14, 0.06, 0.16], [0.12, 0.10, -0.01], [-0.01, -0.01, -0.05], [0.00, 0.00, 0.00], [0.03, -0.02, 0.00], [0.01, 0.00, -0.01], [0.00, 0.01, 0.03], [0.04, 0.03, -0.03], [-0.01, 0.00, 0.02], [0.01, 0.02, 0.02], [0.01, 0.01, 0.00], [-0.01, -0.01, 0.02], [0.01, 0.02, -0.01], [0.00, 0.01, 0.01], [0.00, 0.01, -0.01], [0.00, 0.01, -0.01], [0.01, 0.00, 0.00], [0.05, 0.01, -0.04], [-0.01, 0.00, -0.01], [0.00, 0.00, -0.01], [-0.05, 0.00, -0.01], [0.00, 0.01, 0.00], [-0.01, 0.01, 0.20], [0.00, 0.03, 0.10], [0.01, -0.07, -0.12], [-0.23, -0.04, -0.05], [0.02, -0.03, 0.12], [0.21, -0.31, -0.01], [0.03, 0.01, -0.11], [-0.04, 0.08, -0.05], [0.21, 0.12, 0.04], [-0.08, -0.08, 0.02], [0.00, -0.03, 0.00], [-0.04, -0.02, 0.06], [-0.04, 0.08, -0.17], [0.06, -0.03, 0.12], [-0.23, 0.13, -0.03], [0.07, -0.31, 0.03], [0.00, 0.00, 0.01], [0.00, -0.01, -0.02], [-0.07, -0.02, 0.04], [0.04, 0.01, 0.02], [0.02, -0.01, -0.01], [0.00, -0.01, 0.00], [-0.01, 0.01, 0.00], [-0.01, 0.00, -0.02], [0.01, -0.01, -0.02], [0.01, 0.02, -0.01], [-0.01, 0.09, 0.00], [0.00, 0.02, 0.00]], "homo_ev": -8.37, "e_tot_ha": -7180.69593, "de_lowest_kj_mol": 0.00}

---

Number 1: E_LUMO 2.4 eV. Number 2: E_LUMO -5.6 eV. Number 3: E_LUMO 0.5 eV.